Version a
The following is a DFT calculation (ωB97M-V/def2-TZVPD) of a structure of composition C24H42BCrN11O3S3.

Output
gap between HOMO and LUMO (alpha / beta)	6.874 / 6.996	eV
E_HOMO (alpha / beta)	-9.89 / -9.73	eV
<S²>	1.0746
2S+1	2
LUMO level (alpha / beta)	-3.0 / -2.7	eV
total charge	+1

Atoms and positions in Å:
Cr  1.08999  0.77687  -0.38083
C  0.17768  -5.61340  -1.42075
C  1.03666  -4.36656  -1.15921
C  1.29761  -3.68597  -2.49973
C  2.37919  -4.72858  -0.51362
N  0.29400  -3.52086  -0.20922
C  -0.04285  -4.01457  1.02772
C  -0.81146  -3.09678  1.64823
N  -0.96921  -2.02805  0.80914
B  -1.99067  -0.92321  1.15838
N  -2.58940  -0.27826  -0.11252
C  -3.61746  -0.86199  -0.79801
C  -4.03015  -0.00845  -1.76178
N  -3.24469  1.11475  -1.68957
C  -2.35623  0.91642  -0.67932
S  -1.11203  1.97119  -0.18555
C  -3.47400  2.36766  -2.42773
C  -3.96185  3.40726  -1.41467
C  -4.53234  2.16852  -3.51359
C  -2.17804  2.83261  -3.09987
N  -1.42762  0.13311  2.14227
C  -2.26589  0.84499  2.95525
C  -1.51443  1.49169  3.87651
N  -0.19982  1.18256  3.64337
C  -0.17272  0.38026  2.55525
S  1.21502  -0.23745  1.76428
C  0.92271  1.49826  4.54776
C  1.45433  0.18382  5.12781
C  0.43708  2.40008  5.68398
C  2.03830  2.22203  3.79531
C  -0.26393  -2.29129  -0.30948
S  -0.11676  -1.18721  -1.58779
H  0.64077  -6.22135  -2.19214
H  -0.81252  -5.32212  -1.76695
H  0.06025  -6.22633  -0.53187
H  1.84745  -4.37647  -3.13425
H  1.89421  -2.78617  -2.38182
H  0.36861  -3.42908  -3.00148
H  2.97567  -5.31320  -1.20850
H  2.24741  -5.31639  0.39033
H  2.93037  -3.82684  -0.25137
H  0.26443  -4.98004  1.36791
H  -1.25969  -3.11690  2.61860
H  -2.89438  -1.45656  1.72589
H  -3.96670  -1.84162  -0.54829
H  -4.81845  -0.12594  -2.47255
H  -4.89885  3.08504  -0.96565
H  -4.12256  4.36307  -1.90403
H  -3.22436  3.53653  -0.62697
H  -5.49926  1.90289  -3.09685
H  -4.23208  1.41005  -4.23222
H  -4.65726  3.10497  -4.05140
H  -1.44927  3.12177  -2.34892
H  -2.38788  3.69418  -3.72752
H  -1.77404  2.04085  -3.72928
H  -3.32650  0.82847  2.81979
H  -1.82804  2.15168  4.65414
H  0.68884  -0.32831  5.70652
H  2.29630  0.39709  5.78064
H  1.79586  -0.47477  4.33388
H  -0.32105  1.91593  6.29499
H  0.05110  3.34275  5.30278
H  1.28239  2.62507  6.32889
H  2.51142  1.56234  3.07314
H  2.79464  2.55028  4.50379
H  1.64905  3.09173  3.27375
N  1.03089  1.55765  -2.54152
N  2.15216  1.12328  -3.26543
C  2.98412  0.20808  -2.69341
N  3.91465  -0.36311  -3.45570
N  2.81341  -0.02995  -1.40131
N  3.61960  -0.88389  -0.72880
O  4.67170  -1.28922  -1.22104
O  3.20037  -1.20473  0.36854
H  0.16989  1.11223  -2.87354
H  0.93297  2.57013  -2.62940
H  2.06737  1.08447  -4.27801
H  4.04145  -0.10307  -4.41980
H  4.61213  -0.93285  -2.96679
C  3.29704  3.15516  -0.38983
C  2.07272  2.42496  0.08569
O  1.34589  2.86107  0.94573
H  3.83847  3.55851  0.46413
H  2.98339  3.99965  -1.00336
H  3.95487  2.51958  -0.97120

Version b
The following is a DFT calculation (ωB97M-V/def2-TZVPD) of a structure of composition C24H42BCrN11O3S3.

Output
gap between HOMO and LUMO (alpha / beta)	7.628 / 6.900	eV
E_HOMO (alpha / beta)	-9.85 / -9.12	eV
<S²>	1.0762
2S+1	2
LUMO level (alpha / beta)	-2.2 / -2.2	eV
total charge	+1

Atoms and positions in Å:
Cr  0.15741  0.19082  0.45873
C  2.95827  -2.95042  3.53398
C  3.72186  -3.52142  2.34638
C  5.21455  -3.52641  2.67548
C  3.20517  -4.94039  2.08954
N  3.54910  -2.75148  1.06740
C  4.12259  -3.25402  -0.08998
C  3.80488  -2.42218  -1.09418
N  3.03728  -1.40134  -0.57710
B  2.46529  -0.35968  -1.59815
N  1.56179  -1.09168  -2.59090
C  1.78621  -1.20201  -3.94615
C  0.85637  -2.03685  -4.44882
N  0.04866  -2.44359  -3.39596
C  0.49370  -1.84223  -2.26504
S  -0.14842  -1.94166  -0.67898
C  -1.10216  -3.39009  -3.51553
C  -1.21010  -3.86132  -4.96325
C  -0.84905  -4.60310  -2.62196
C  -2.39122  -2.66262  -3.13821
N  1.76690  0.81372  -0.84982
C  2.72548  1.73885  -0.37431
C  2.21772  2.97122  -0.40576
N  0.88950  2.93156  -0.80631
C  0.58310  1.55465  -1.08917
S  -0.48763  1.19321  -2.48469
C  0.15879  4.18999  -1.12485
C  -1.35796  4.01037  -1.23061
C  0.70404  4.77281  -2.42835
C  0.37550  5.17497  0.03575
C  2.88646  -1.61066  0.74639
S  2.01783  -0.57868  1.82814
H  3.16721  -3.60831  4.37865
H  1.88431  -2.93967  3.36397
H  3.28377  -1.94682  3.79395
H  5.38446  -4.12919  3.56761
H  5.56633  -2.51326  2.87293
H  5.81301  -3.94876  1.86899
H  3.22491  -5.50092  3.02370
H  3.81354  -5.48499  1.36874
H  2.17712  -4.91031  1.72698
H  4.70915  -4.15188  -0.09376
H  4.05828  -2.46456  -2.13833
H  3.39352  0.08350  -2.22567
H  2.59493  -0.68212  -4.42671
H  0.71164  -2.38027  -5.45368
H  -0.31788  -4.39699  -5.28854
H  -1.40861  -3.03803  -5.65046
H  -2.05002  -4.55155  -5.02724
H  0.09155  -5.08374  -2.89564
H  -1.65425  -5.32430  -2.76364
H  -0.81172  -4.32991  -1.57056
H  -2.55089  -1.81249  -3.80466
H  -2.36479  -2.31847  -2.10669
H  -3.23300  -3.34586  -3.25456
H  3.71496  1.41059  -0.11198
H  2.71368  3.89026  -0.15141
H  -1.67230  3.58852  -2.17845
H  -1.81120  4.99803  -1.14049
H  -1.75305  3.39616  -0.41699
H  0.67447  4.02247  -3.21936
H  1.73508  5.11050  -2.31356
H  0.10207  5.62642  -2.74180
H  -0.25089  4.91117  0.89081
H  0.09015  6.17739  -0.28328
H  1.40632  5.22984  0.37511
N  0.25140  1.89990  1.75352
N  -0.12507  1.61838  3.07184
C  -0.72229  0.44158  3.38612
N  -0.95810  0.26484  4.68426
N  -0.98095  -0.36903  2.36318
N  -1.44370  -1.65375  2.64306
O  -1.41328  -2.41449  1.71357
O  -1.80213  -1.97097  3.77160
H  1.21538  2.22932  1.74374
H  -0.33880  2.62817  1.36019
H  -0.04765  2.35197  3.75658
H  -0.62196  0.93119  5.35627
H  -1.41861  -0.58626  4.96723
C  -3.20023  0.73323  -2.18991
C  -1.87848  0.80336  -1.49837
O  -1.77665  0.63648  -0.28676
H  -3.72873  1.66848  -1.98739
H  -3.78002  -0.08711  -1.77214
H  -3.09530  0.62271  -3.26707

Energies, relative to the best one, in kJ/mol: version a 49.9; version b 0.0.

Version a
The following is a DFT calculation (ωB97M-V/def2-TZVPD) of a cluster of 14 separate species, C6H42N2O13 in total.

Output
gap between HOMO and LUMO	8.917	eV
E_HOMO	-9.00	eV
LUMO level	-0.1	eV

Atoms and positions in Å:
C  3.07884  0.70285  1.78773
C  2.39787  0.86939  0.45338
N  1.23594  -0.02884  0.32111
C  1.53673  -1.23040  -0.45040
C  -0.02701  0.60782  -0.09262
C  -1.18053  -0.08964  0.66154
N  -2.29340  0.88885  0.90217
C  -3.21194  0.93083  -0.29170
H  3.84309  1.43755  2.02560
H  2.34479  0.77869  2.59853
H  3.41034  -0.32238  1.95754
H  2.11272  1.89629  0.22417
H  3.07541  0.64932  -0.37002
H  1.77859  -0.97673  -1.48620
H  2.40276  -1.70397  0.01956
H  0.74400  -1.95821  -0.27757
H  -0.24973  0.44289  -1.15381
H  -0.00094  1.64774  0.21858
H  -1.58782  -0.87582  0.03205
H  -0.90088  -0.37326  1.66952
H  -2.80642  0.55666  1.70568
H  -3.48115  1.98962  -0.34415
H  -4.15641  0.40431  -0.16454
H  -2.64830  0.60337  -1.15847
H  0.98154  -1.02216  2.00708
H  1.16230  -1.10434  3.51662
O  0.95882  -1.66234  2.75595
H  0.06850  -4.23660  -2.43072
H  -0.86974  -3.19656  -3.03692
O  -0.64106  -3.62513  -2.19401
H  0.60992  1.04575  -3.51056
H  -0.43060  0.46266  -4.47708
O  -0.28577  1.19962  -3.87102
H  0.50347  3.85021  -2.68323
H  1.73735  4.37765  -1.88282
O  1.48020  3.97160  -2.71486
H  0.26058  3.75550  2.78044
H  1.12961  3.12192  1.63104
O  1.05524  3.24626  2.58004
H  -2.33448  -2.42386  1.42055
H  -3.88110  -2.56660  1.53786
O  -3.18179  -1.94323  1.32812
H  3.20194  1.12077  -3.38348
H  2.21684  2.35633  -3.04107
O  2.43756  1.41375  -2.88509
H  -0.90638  2.48651  -2.98757
H  -1.55461  2.81537  -1.63980
O  -1.03687  3.22367  -2.34224
H  0.68251  -4.12041  -0.78335
H  1.32319  -4.29672  0.58639
O  1.26693  -4.70312  -0.28613
H  -1.94357  3.09876  1.62021
H  -2.14100  2.51792  2.95709
O  -1.75157  3.29946  2.54757
H  -0.29290  -2.75446  2.52016
H  -0.59757  -4.20424  1.93832
O  -1.00432  -3.39642  2.26991
H  -1.53129  -0.48770  3.89321
H  -1.35838  -1.95888  4.03071
O  -1.26941  -1.14296  4.55012
H  -0.08477  -1.40856  -3.05581
H  0.65732  -2.30066  -4.06388
O  -0.05317  -1.65570  -3.98937

Version b
The following is a DFT calculation (ωB97M-V/def2-TZVPD) of a cluster of 14 separate species, C6H42N2O13 in total.

Output
gap between HOMO and LUMO	9.195	eV
E_HOMO	-9.18	eV
LUMO level	0.0	eV

Atoms and positions in Å:
C  1.93448  -2.83934  1.88283
C  0.40968  -2.66033  1.56361
N  0.00608  -1.37255  1.16082
C  -1.36653  -1.30006  0.74567
C  0.85351  -0.77215  0.11228
C  0.49029  0.69540  -0.19809
N  1.54245  1.68187  0.00515
C  2.69789  1.50999  -0.83397
H  2.54364  -2.70030  0.96800
H  2.24026  -2.21868  2.68882
H  2.12118  -3.82141  2.07433
H  0.10257  -3.53863  0.86309
H  0.01200  -3.01195  2.48641
H  -1.66804  -2.20178  0.13942
H  -1.98138  -1.15751  1.66872
H  -1.52962  -0.42268  0.00490
H  0.99897  -1.37198  -0.84073
H  1.87120  -0.73827  0.64953
H  0.19482  0.58096  -1.43876
H  -0.50795  1.14368  0.31077
H  1.21611  2.54769  -0.41180
H  3.13031  0.57411  -0.97027
H  3.45818  2.13393  -0.48274
H  2.63538  1.93755  -1.93424
H  0.66504  -0.29979  2.67770
H  0.74199  -0.42020  4.24297
O  0.63097  0.18529  3.52560
H  -2.12007  -0.14917  -1.88012
H  -3.58897  0.33110  -2.19535
O  -2.74320  0.61903  -1.77043
H  -1.01986  0.96417  -4.45063
H  -0.71889  1.28600  -3.06929
O  -0.24844  1.10082  -3.89464
H  1.72659  -2.12105  -2.57288
H  1.59002  -2.96808  -1.40802
O  1.25621  -2.82086  -2.24998
H  4.09187  0.51850  2.67675
H  2.68969  0.13857  3.21219
O  3.57456  -0.16141  3.13525
H  -1.34924  3.95767  -0.06302
H  -1.05136  2.98368  -1.32664
O  -0.72556  3.75351  -0.81733
H  -0.14059  -2.03968  -2.54271
H  -1.03236  -2.30441  -3.82023
O  -1.04209  -1.81044  -2.96594
H  1.62124  -0.17695  -3.58377
H  3.13129  -0.01936  -2.97680
O  2.29593  -0.37233  -2.94388
H  -4.30895  0.55482  0.54940
H  -3.65896  -0.64512  -0.40270
O  -4.05519  -0.36218  0.51650
H  2.45997  4.15661  1.35715
H  2.63527  2.51339  1.67393
O  2.69905  3.43916  2.00296
H  -2.91138  2.49503  0.61516
H  -3.82537  2.20171  1.70713
O  -3.75596  2.14783  0.85641
H  -1.43296  1.86627  3.97386
H  -0.72611  2.92193  3.11447
O  -1.57485  2.74019  3.56210
H  -3.97280  -2.82659  -1.01105
H  -3.12218  -1.84652  -1.89228
O  -4.08982  -2.20865  -1.77563

Energies, relative to the best one, in kJ/mol: version a 0.0; version b 371.0.